The following is a quantum chemistry calculation of a cluster of 14 separate species, C56H98N14 in total, from OMol25.

Last column: Mulliken charge in e.
Positions of all 168 atoms, in Å:
C: 20.0856 15.3317 16.9964  -1.65
C: 18.6536 15.2330 16.4756  0.79
C: 18.4875 15.7574 15.0380  0.85
C: 18.6494 17.2040 14.9898  0.12
N: 18.7634 18.3518 15.0039  -0.59
H: 20.3840 16.3534 17.0353  0.46
H: 20.8207 14.8533 16.4150  0.38
H: 20.1092 14.8981 18.0084  0.37
H: 17.9358 15.8253 17.0088  0.34
H: 18.4061 14.2087 16.4702  -0.71
H: 17.4974 15.4671 14.6369  -0.67
H: 19.3034 15.3558 14.3923  0.31
C: 13.9581 10.2446 9.8998  -0.69
C: 14.2765 11.5444 9.1519  -0.76
C: 13.3704 12.8012 9.3853  1.58
C: 11.9801 12.7131 8.8517  -0.13
N: 10.9051 12.7727 8.4282  -0.58
H: 13.8921 10.4379 11.0098  -0.14
H: 14.7399 9.5027 9.7613  0.49
H: 13.0066 9.7996 9.5171  0.20
H: 14.3385 11.4474 8.0866  0.48
H: 15.2964 11.8928 9.3624  0.08
H: 13.9543 13.6649 8.9911  0.44
H: 13.2127 12.9206 10.5007  -1.05
C: 13.9122 10.0587 14.7902  -1.36
C: 14.0096 10.5261 16.2843  1.34
C: 13.0084 9.7490 17.1163  -0.63
C: 11.5943 9.9399 16.7426  0.24
N: 10.5231 10.0320 16.3984  -0.56
H: 12.8690 10.1524 14.3980  0.27
H: 14.1570 9.0154 14.7820  0.69
H: 14.5425 10.5255 14.0441  0.12
H: 13.8038 11.6200 16.4686  -0.95
H: 14.9680 10.2226 16.6652  0.04
H: 13.0968 9.8925 18.1979  0.33
H: 13.2343 8.6823 16.9149  0.42
C: 9.6054 8.9235 11.1611  -1.12
C: 9.3387 10.0849 10.2759  -0.59
C: 9.3668 11.4950 10.9828  -0.23
C: 10.6635 11.6258 11.6195  -0.26
N: 11.7382 11.7593 11.9943  0.18
H: 10.6282 9.0314 11.5379  0.27
H: 9.4950 8.0116 10.5513  0.37
H: 8.9115 8.9199 12.0329  0.30
H: 8.3997 9.9824 9.7374  0.49
H: 10.1444 10.1365 9.4961  0.17
H: 8.6017 11.5448 11.7192  0.47
H: 9.2276 12.2590 10.2523  -0.01
C: 14.0455 16.4403 16.7759  0.79
C: 13.3869 16.2553 18.1392  0.07
C: 12.1627 17.1620 18.2109  -0.95
C: 11.2414 16.9194 17.0873  0.31
N: 10.4634 16.7850 16.2599  -0.40
H: 14.5528 17.4025 16.6711  0.34
H: 13.3485 16.2710 15.9700  -0.37
H: 14.7842 15.6777 16.6771  -0.65
H: 14.0025 16.5117 19.0489  0.48
H: 13.1123 15.1967 18.4318  -0.28
H: 12.6115 18.1600 18.0875  0.27
H: 11.5868 17.1068 19.1371  0.49
C: 17.2739 16.3673 9.1522  -0.68
C: 18.5106 15.9330 9.9383  -0.25
C: 18.6763 14.4075 9.8802  -0.47
C: 17.4895 13.7274 10.4107  0.20
N: 16.5720 13.1918 10.8217  -0.39
H: 16.9745 17.4138 9.3941  0.13
H: 16.3980 15.7822 9.5179  0.05
H: 17.2824 16.2503 8.0675  0.38
H: 18.5041 16.2629 10.9870  0.04
H: 19.4381 16.3588 9.5799  0.42
H: 19.5575 14.0607 10.4758  0.33
H: 18.8382 14.1419 8.8055  0.30
C: 18.7767 9.9461 16.9309  -1.39
C: 19.1377 11.2367 16.1626  0.92
C: 18.9695 10.9690 14.6123  -0.57
C: 19.0793 12.2432 13.8372  0.08
N: 19.3107 13.1093 13.1475  -0.35
H: 19.5443 9.1577 17.0527  0.35
H: 17.8696 9.4689 16.5838  0.29
H: 18.6225 10.2121 17.9509  0.41
H: 20.1991 11.6010 16.3705  0.31
H: 18.5517 12.1071 16.3642  -0.74
H: 18.0254 10.4408 14.4366  0.23
H: 19.6873 10.2492 14.2685  0.50
C: 16.4632 19.5728 13.3945  -1.47
C: 15.3372 19.6732 14.3723  1.47
C: 15.0068 21.0243 14.9464  -0.64
C: 14.6831 22.0999 14.0233  0.16
N: 14.3814 22.9798 13.3216  -0.56
H: 17.5044 19.8490 13.6477  0.45
H: 16.2939 20.0648 12.4410  0.39
H: 16.5956 18.5162 13.1113  0.15
H: 15.5876 19.0058 15.2016  -0.19
H: 14.4207 19.3010 13.8048  -0.56
H: 15.8204 21.3993 15.5633  0.47
H: 14.1743 20.9257 15.6041  0.33
C: 8.1779 14.0866 14.2378  -1.50
C: 9.6092 13.9469 14.7747  1.11
C: 9.5879 13.8271 16.3017  -1.07
C: 10.9807 13.6080 16.8458  0.06
N: 12.0674 13.4039 17.2206  -0.41
H: 8.0812 13.9077 13.1466  0.09
H: 7.7153 15.0320 14.4957  0.38
H: 7.4533 13.3873 14.6425  0.47
H: 10.1537 14.8619 14.5104  -0.29
H: 10.1257 13.0989 14.3469  0.03
H: 8.9502 13.0392 16.7629  0.59
H: 9.1349 14.7204 16.7734  0.42
C: 8.9512 16.6296 9.6891  -1.41
C: 9.1473 15.2007 10.2303  -0.54
C: 10.4198 15.0595 11.0536  2.94
C: 11.6421 15.5622 10.3679  -0.26
N: 12.4438 16.0055 9.6736  -0.63
H: 9.7656 16.9722 9.0288  0.30
H: 8.9682 17.3331 10.4866  0.30
H: 8.0111 16.7310 9.1474  0.44
H: 9.2559 14.5849 9.3191  0.30
H: 8.2880 14.8835 10.8424  0.38
H: 10.6300 14.0489 11.3215  -1.78
H: 10.3028 15.5848 12.0119  0.07
C: 14.6920 19.2108 10.2764  -0.26
C: 13.9787 19.9344 9.1052  -1.16
C: 12.5151 19.4619 8.9094  -0.33
C: 11.7339 19.8745 10.0738  0.29
N: 11.1283 19.9565 11.0473  -0.41
H: 14.2137 19.5603 11.1649  0.08
H: 15.6600 19.6419 10.3489  0.42
H: 14.7626 18.1875 9.9354  0.03
H: 14.4270 19.8285 8.1706  0.51
H: 13.9261 21.0406 9.3267  0.34
H: 12.4254 18.4023 8.7711  0.05
H: 12.1279 19.8814 8.0163  0.42
C: 11.5436 19.4921 13.9091  -0.15
C: 10.4761 20.5571 14.2005  -0.94
C: 9.2077 20.0519 14.9007  -0.25
C: 8.4380 19.2365 13.9653  0.30
N: 7.9817 18.5153 13.2087  -0.53
H: 12.1542 19.2024 14.7722  0.27
H: 12.2713 19.9258 13.2077  -0.06
H: 11.1890 18.6379 13.2965  0.14
H: 10.1909 21.1121 13.2844  0.33
H: 10.9895 21.3084 14.7906  0.46
H: 8.6556 20.9404 15.2265  0.36
H: 9.4914 19.4045 15.7702  0.06
C: 16.3349 12.9152 18.7227  -1.07
C: 14.8859 13.4503 18.9289  1.85
C: 14.5263 13.3017 20.4414  -0.70
C: 13.9081 12.0013 20.7230  0.22
N: 13.5127 10.9601 20.9693  -0.52
H: 16.5251 12.7892 17.6450  -0.16
H: 16.5334 12.0194 19.3293  0.49
H: 17.0534 13.6387 19.1103  0.47
H: 14.0877 13.1059 18.2084  -0.38
H: 14.9239 14.5402 18.7851  -0.70
H: 13.7192 13.9984 20.6397  0.29
H: 15.4432 13.4373 21.0816  0.39
C: 14.5763 15.7065 12.9667  -0.73
C: 13.4252 14.8607 13.4657  2.38
C: 13.8716 13.4448 13.9440  1.44
C: 15.0626 13.4499 14.7441  -1.48
N: 16.0259 13.5105 15.4349  0.26
H: 15.3528 15.9709 13.7356  -0.10
H: 14.1116 16.6205 12.5017  0.36
H: 15.0590 15.2378 12.1225  0.02
H: 12.7910 14.7119 12.5935  -1.40
H: 12.9377 15.3240 14.2983  -0.64
H: 14.0725 12.7782 13.1375  -0.38
H: 13.0914 13.0304 14.5636  0.08

The calculation puts the LUMO energy at 0.282 eV. The HOMO energy is -11.00 eV. For the molar mass, the calculation gives 967.50 g/mol. Its gap between HOMO and LUMO is 11.282 eV.